(1)
C26H19ClN2O5 in the gas phase. Source: the OMol25 dataset; level of theory: wB97M-V/def2-TZVPD.

Summary:
relative energy (zero: lowest compared OMol25 entry of this formula, charge and spin): 0.073 eV
highest occupied orbital energy: -0.287 hartree
M: 474.90 g mol⁻¹
LUMO energy: -0.088 eV
gap between HOMO and LUMO: 7.710 eV

XYZ file:
```
53
C26H19ClN2O5, DFT wB97M-V/def2-TZVPD
O -4.88 8.12 0.39
C -4.71 6.96 0.65
O -5.48 6.31 1.54
H -6.14 6.91 1.90
C -3.67 6.10 0.04
C -3.53 4.77 0.38
C -2.55 3.96 -0.20
C -1.69 4.56 -1.13
C -1.82 5.90 -1.47
C -2.80 6.68 -0.89
H -2.92 7.72 -1.15
H -1.14 6.33 -2.20
Cl -0.45 3.66 -1.92
C -2.49 2.56 0.16
C -3.44 1.77 0.78
C -2.91 0.48 0.86
C -1.65 0.55 0.30
C -0.64 -0.45 0.10
N -0.94 -1.67 0.33
N -0.06 -2.68 0.19
C 1.29 -2.66 0.02
O 1.97 -1.66 -0.06
C 1.90 -4.08 -0.01
C 2.48 -4.43 1.35
C 2.18 -3.72 2.50
C 2.70 -4.13 3.72
C 3.50 -5.25 3.81
C 3.79 -5.97 2.66
C 3.29 -5.56 1.44
H 3.54 -6.12 0.54
H 4.42 -6.85 2.72
H 3.89 -5.56 4.76
H 2.46 -3.56 4.61
H 1.56 -2.84 2.45
C 2.98 -4.08 -1.08
C 2.75 -4.64 -2.33
C 3.74 -4.62 -3.29
C 4.96 -4.01 -3.02
C 5.18 -3.43 -1.79
C 4.19 -3.46 -0.82
H 4.36 -3.00 0.15
H 6.12 -2.95 -1.58
H 5.73 -3.99 -3.78
H 3.56 -5.07 -4.26
H 1.79 -5.10 -2.54
O 0.84 -4.99 -0.31
H 1.22 -5.88 -0.29
H -0.49 -3.59 0.27
H 0.32 -0.10 -0.26
O -1.40 1.81 -0.12
H -3.36 -0.39 1.27
H -4.41 2.08 1.11
H -4.20 4.34 1.11
```

***

(2)
A molecular structure, C26H19Co2FeO8. Source: the OMol25 dataset; level of theory: wB97M-V/def2-TZVPD.

Summary:
relative energy (zero: lowest compared OMol25 entry of this formula, charge and spin): 0.270 eV
highest occupied orbital energy: -0.110 hartree
M: 633.14 g mol⁻¹
charge: -1
LUMO energy: 2.258 eV
gap between HOMO and LUMO: 5.239 eV

XYZ file:
```
56
C26H19Co2FeO8, DFT wB97M-V/def2-TZVPD
C -2.46 2.64 3.40
C -1.72 1.52 2.76
C -2.28 0.32 2.71
C -0.36 1.76 2.23
Fe 1.25 1.61 3.50
C 0.36 2.73 4.65
O -0.22 3.42 5.35
C 2.27 2.84 2.60
O 2.90 3.60 2.04
C 1.25 -0.47 3.20
C 0.83 -0.16 4.55
C 1.91 0.56 5.20
C 3.00 0.69 4.25
C 2.59 0.04 3.02
H -1.93 3.59 3.30
H -3.45 2.76 2.96
H -2.60 2.47 4.47
H -1.78 -0.51 2.27
H -3.26 0.16 3.09
H -0.10 1.04 1.45
H -0.26 2.75 1.80
H 0.67 -1.00 2.44
H -0.13 -0.43 5.01
H 1.90 0.97 6.21
H 3.97 1.14 4.44
H 3.22 -0.09 2.13
O -0.84 -3.06 -0.56
C -0.94 -2.00 -0.97
Co -1.03 -0.37 -1.69
C -2.63 0.26 -1.06
O -3.63 0.63 -0.67
C 0.76 0.32 -0.96
O 1.29 1.02 -0.17
C -0.27 -0.77 -3.62
C 0.74 -1.82 -3.28
C 1.63 -1.55 -2.25
C 2.55 -2.48 -1.82
C 2.62 -3.70 -2.46
C 1.76 -3.97 -3.50
C 0.83 -3.04 -3.92
C -1.72 -0.97 -3.48
C -2.31 -2.12 -4.14
Co -1.24 0.85 -4.36
C 0.06 1.93 -3.71
O 0.90 2.57 -3.29
C -1.10 0.66 -6.16
O -1.00 0.53 -7.29
C -2.86 1.60 -3.92
O -3.87 2.06 -3.66
H 1.34 -0.56 -1.59
H 3.21 -2.25 -1.00
H 3.36 -4.42 -2.16
H 1.81 -4.93 -3.99
H 0.18 -3.26 -4.75
H -3.26 -2.02 -4.62
H -1.90 -3.09 -4.02
```

***

(3)
A molecular structure, C26H19N6ORuS. Source: the OMol25 dataset; level of theory: wB97M-V/def2-TZVPD.

Summary:
<S²>: 6.05
highest occupied orbital energy (spin up / spin down): -0.323 / -0.407 hartree
M: 564.62 g mol⁻¹
charge: +1
LUMO energy (spin up / spin down): -3.276 / -4.471 eV
multiplicity: 5
gap between HOMO and LUMO (spin up / spin down): 5.524 / 6.605 eV

XYZ file:
```
54
C26H19N6ORuS, DFT wB97M-V/def2-TZVPD
Ru 1.44 -0.66 -1.52
O 0.25 -2.07 -0.90
N 0.26 -3.27 -1.55
C -0.66 -4.15 -1.11
C -0.74 -5.39 -1.69
C 0.13 -5.70 -2.73
C 1.06 -4.77 -3.15
C 1.13 -3.51 -2.55
S 2.25 -2.28 -3.02
H -1.28 -3.79 -0.30
H -1.49 -6.08 -1.33
H 0.09 -6.67 -3.21
H 1.74 -4.98 -3.96
N 4.17 2.40 -2.67
C 3.03 1.75 -2.93
N 2.84 0.85 -1.99
C 3.92 1.00 -1.16
N 4.75 1.93 -1.55
C 4.04 0.16 0.04
C 5.04 0.31 0.99
N 5.07 -0.46 2.07
C 4.10 -1.36 2.21
C 3.10 -1.52 1.26
N 3.08 -0.76 0.17
H 4.60 3.15 -3.19
H 2.38 1.97 -3.76
H 5.81 1.05 0.87
H 4.12 -1.99 3.09
H 2.31 -2.25 1.37
C 0.15 0.67 -0.82
C -0.82 1.01 -0.14
C -1.86 1.49 0.66
C -1.51 2.05 1.97
C -0.27 2.67 2.16
C 0.09 3.18 3.39
C -0.78 3.08 4.47
C -2.01 2.46 4.30
C -2.38 1.95 3.06
C -3.23 1.41 0.15
C -4.21 2.32 0.56
C -5.49 2.26 0.04
C -5.82 1.29 -0.91
C -4.85 0.39 -1.33
C -3.57 0.45 -0.81
H 0.41 2.76 1.31
H 1.05 3.67 3.51
H -0.50 3.48 5.43
H -2.69 2.37 5.13
H -3.33 1.46 2.95
H -3.96 3.09 1.27
H -6.24 2.97 0.36
H -6.82 1.24 -1.31
H -5.10 -0.36 -2.07
H -2.81 -0.25 -1.15
```